(1)
Computed, not measured: C13H30BaN2O2P2 as an isolated structure, with ωB97M-V/def2-TZVPD.

Positions of all 50 atoms, in Å:
1 Ba -0.66 0.62 0.35
2 P -2.53 -2.01 0.80
3 P -0.65 3.79 -1.48
4 N 0.43 -1.55 -0.31
5 N 1.26 0.95 -1.47
6 H 2.02 -2.33 -1.46
7 H 3.15 -0.01 -1.66
8 H 2.55 -1.40 -0.02
9 C 1.78 -1.44 -0.84
10 H 1.92 -0.55 -2.80
11 C 2.07 -0.23 -1.76
12 H 0.53 -3.64 -0.73
13 H 2.70 2.21 -2.26
14 C -0.18 -2.78 -0.84
15 C 1.68 2.15 -1.81
16 H -1.20 -3.96 0.60
17 C -1.48 -3.23 -0.16
18 H -2.12 -3.71 -0.89
19 H -1.18 2.47 -1.72
20 H -0.74 3.86 -0.04
21 H -3.74 -2.29 0.11
22 H -2.92 -2.86 1.87
23 O -2.57 0.56 -1.82
24 C -2.50 0.08 -2.98
25 C -3.12 -1.27 -3.23
26 C -1.52 0.58 -3.98
27 H -0.35 -2.80 -1.88
28 H -3.04 -1.89 -2.35
29 H -4.15 -1.29 -3.54
30 H -2.63 -1.72 -4.09
31 H -0.60 0.95 -3.48
32 H -1.29 -0.26 -4.66
33 H -1.87 1.39 -4.62
34 C 1.06 3.40 -1.67
35 H 1.76 4.23 -1.77
36 C 0.81 2.82 3.80
37 C 1.56 1.84 2.95
38 O 0.78 0.65 2.63
39 C 0.64 -0.43 3.59
40 C 1.78 -0.57 4.57
41 H -0.16 3.09 3.37
42 H 1.39 3.74 3.92
43 H 0.63 2.43 4.81
44 H 1.79 2.28 1.97
45 H 2.51 1.57 3.42
46 H -0.32 -0.27 4.11
47 H 0.52 -1.32 2.97
48 H 1.86 0.30 5.22
49 H 1.61 -1.44 5.20
50 H 2.73 -0.72 4.05

Output
E_HOMO (alpha / beta) = -9.549 / -9.422 eV
charge = +1
DFT total energy = -40305.8962 eV
multiplicity = 2
orbital gap (alpha / beta) = 7.15 / 4.67 eV
expectation value of S² = 0.781
ΔE to the lowest compared entry with this formula, charge and spin = 0.0 kJ/mol

Atom charges from the Löwdin analysis, given in e for atoms 1 to 6: 1.66, 0.73, 0.83, -0.38, -0.15, 0.11

---

(2)
Computed, not measured: C13H30ClN5O3Tc as an isolated structure, with ωB97M-V/def2-TZVPD.

Positions of all 53 atoms, in Å:
1 Tc -1.03 0.21 0.82
2 C 1.96 1.99 -1.62
3 C 0.91 2.76 -0.84
4 N -0.33 2.05 -0.48
5 C -1.32 2.03 -1.59
6 C -1.32 0.72 -2.34
7 N -1.64 -0.39 -1.46
8 C -1.58 -1.69 -2.16
9 C -0.72 -2.82 -1.55
10 C -0.62 -2.91 -0.03
11 N 0.11 -1.79 0.61
12 C 1.58 -1.89 0.51
13 C 2.25 -1.68 -0.84
14 N 1.81 -0.46 -1.50
15 C 2.44 0.72 -0.93
16 H 2.81 2.67 -1.75
17 H 1.61 1.75 -2.62
18 H 0.65 3.66 -1.41
19 H 1.37 3.10 0.09
20 H -0.78 2.62 0.24
21 H -1.10 2.84 -2.29
22 H -2.30 2.22 -1.17
23 H -0.32 0.54 -2.74
24 H -2.00 0.79 -3.20
25 H -2.58 -0.29 -1.06
26 H -1.15 -1.50 -3.14
27 H -2.60 -2.04 -2.33
28 H 0.27 -2.77 -1.99
29 H -1.15 -3.76 -1.89
30 H -0.15 -3.85 0.26
31 H -1.63 -2.90 0.37
32 H -0.02 -1.94 1.61
33 H 1.90 -2.88 0.86
34 H 1.97 -1.16 1.23
35 H 2.08 -2.53 -1.49
36 H 3.33 -1.67 -0.63
37 H 2.00 -0.51 -2.49
38 H 3.53 0.64 -0.96
39 H 2.15 0.77 0.13
40 Cl -2.87 -1.20 1.49
41 O -2.55 1.67 3.14
42 N -2.89 2.25 2.14
43 O -2.38 1.79 1.01
44 C -0.78 -0.96 3.94
45 O 0.15 0.03 3.52
46 C 0.00 0.67 2.33
47 C 0.83 1.94 2.47
48 H -1.70 -0.47 4.27
49 H -0.30 -1.49 4.76
50 H -1.06 -1.66 3.15
51 H 1.00 2.16 3.52
52 H 0.31 2.78 2.01
53 H 1.80 1.84 1.98

Output
E_HOMO (alpha / beta) = -7.195 / -6.802 eV
charge = 0
DFT total energy = -42278.7955 eV
multiplicity = 2
orbital gap (alpha / beta) = 7.70 / 7.31 eV
expectation value of S² = 0.772

Atom charges from the natural (NBO) analysis, given in e for atoms 1 to 6: 0.63, -0.42, -0.20, -0.62, -0.25, -0.22

---

(3)
Computed, not measured: C13H30Cr2F2N2O2 as an isolated structure, with ωB97M-V/def2-TZVPD.

Positions of all 51 atoms, in Å:
1 Cr -1.70 -1.13 0.38
2 Cr -1.87 -0.98 3.07
3 F -2.43 -1.91 1.82
4 F -0.98 -0.32 1.70
5 C 2.05 -0.51 0.57
6 C 1.71 0.98 0.20
7 C 1.73 0.98 -1.39
8 C 1.08 2.21 -2.10
9 C -0.28 2.64 -1.38
10 C -0.23 2.74 0.20
11 N 0.41 1.49 0.68
12 O 0.21 1.16 2.01
13 C 0.50 4.03 0.61
14 C -1.73 2.79 0.50
15 C 2.90 1.83 0.71
16 H 1.71 -1.21 -0.20
17 H 1.61 -0.79 1.52
18 H 3.12 -0.71 0.69
19 H 2.79 1.13 -1.59
20 H 1.53 -0.02 -1.78
21 H 0.84 1.89 -3.12
22 H 1.85 2.96 -2.26
23 H -1.09 2.02 -1.74
24 H -0.45 3.67 -1.69
25 H 0.65 3.93 1.68
26 H 1.44 4.25 0.11
27 H -0.14 4.90 0.42
28 H -2.21 1.86 0.18
29 H -1.87 2.96 1.57
30 H -2.26 3.67 0.13
31 H 2.88 2.88 0.41
32 H 3.93 1.55 0.50
33 H 2.88 1.95 1.79
34 H -0.32 0.37 1.98
35 C 0.94 -3.99 0.01
36 C -0.01 -2.77 -0.31
37 C -1.37 -3.25 -0.87
38 O -2.39 -2.26 -0.73
39 C -3.64 -2.85 -1.24
40 N -0.32 -2.12 0.92
41 H 0.72 -4.39 1.00
42 H 1.98 -3.68 0.05
43 H 0.88 -4.82 -0.70
44 H 0.34 -1.97 -0.95
45 H -1.70 -4.12 -0.30
46 H -1.31 -3.50 -1.92
47 H -4.21 -3.24 -0.40
48 H -3.53 -3.53 -2.08
49 H -4.31 -2.05 -1.55
50 H -0.85 -2.77 1.48
51 H 0.54 -1.94 1.41

Output
E_HOMO (alpha / beta) = -13.442 / -13.457 eV
charge = +2
DFT total energy = -83293.7896 eV
multiplicity = 9
orbital gap (alpha / beta) = 4.63 / 4.43 eV
expectation value of S² = 20.020

Atom charges from the natural (NBO) analysis, given in e for atoms 1 to 6: 1.17, 1.56, -0.63, -0.50, -0.59, 0.13

---

(4)
Computed, not measured: a 2-piece molecular cluster, C13H30FN7O3P overall, with ωB97M-V/def2-TZVPD.

Positions of all 55 atoms, in Å:
1 C 0.78 -3.18 -2.56
2 C 1.77 -2.38 -3.38
3 O 2.40 -2.86 -4.29
4 O 1.91 -1.07 -2.97
5 C 1.59 -0.18 -4.07
6 C 1.31 1.22 -3.56
7 C -0.06 1.44 -2.88
8 N -0.73 0.24 -2.40
9 C -1.60 -0.40 -3.15
10 N -1.92 -0.05 -4.42
11 C -2.81 -0.91 -4.86
12 N -3.08 -1.77 -3.90
13 F -3.96 -2.76 -3.99
14 N -2.33 -1.49 -2.82
15 H 1.28 -3.67 -1.73
16 H 0.09 -2.47 -2.11
17 H 0.22 -3.87 -3.18
18 H 0.82 -0.58 -4.73
19 H 2.50 -0.12 -4.67
20 H 2.10 1.55 -2.89
21 H 1.33 1.87 -4.44
22 H -0.72 1.98 -3.55
23 H 0.09 2.09 -2.02
24 H -0.60 -0.11 -1.46
25 H -3.24 -0.90 -5.85
26 H -2.36 -2.00 -1.95
27 O -0.06 1.66 1.00
28 P -0.20 0.79 2.25
29 N -0.25 2.01 3.46
30 C 0.89 2.73 4.01
31 C -1.47 2.82 3.47
32 N 1.30 -0.07 2.02
33 C 2.58 0.43 2.49
34 C 1.45 -0.57 0.66
35 N -0.67 -0.49 3.41
36 C -2.06 -0.94 3.31
37 C -0.20 -0.51 4.77
38 H 0.60 3.17 4.97
39 H 1.25 3.52 3.35
40 H 1.72 2.07 4.25
41 H -2.15 2.49 4.27
42 H -2.01 2.75 2.52
43 H -1.25 3.87 3.63
44 H 2.78 1.46 2.17
45 H 3.39 -0.20 2.11
46 H 2.66 0.37 3.58
47 H 1.81 0.21 -0.02
48 H 0.49 -0.95 0.28
49 H 2.15 -1.40 0.64
50 H -2.76 -0.24 3.78
51 H -2.19 -1.92 3.78
52 H -2.34 -1.05 2.26
53 H -0.74 0.19 5.42
54 H 0.86 -0.30 4.84
55 H -0.34 -1.52 5.17

Output
E_HOMO = -10.122 eV
charge = +1
DFT total energy = -42535.0044 eV
multiplicity = 1
orbital gap = 6.85 eV
ΔE to the lowest compared entry with this formula, charge and spin = 0.0 kJ/mol

Atom charges from the natural (NBO) analysis, given in e for atoms 1 to 6: -0.72, 0.80, -0.53, -0.55, -0.08, -0.44

---

(5)
Computed, not measured: a 2-piece molecular cluster, C13H30N7O2 overall, with ωB97M-V/def2-TZVPD.

Positions of all 52 atoms, in Å:
1 C 1.90 0.37 3.84
2 C 1.13 -0.80 3.22
3 N 0.77 -0.48 1.83
4 C -0.39 -0.38 1.19
5 N -0.19 -0.06 -0.09
6 C 1.11 0.04 -0.26
7 N 1.73 0.36 -1.38
8 C 3.16 0.51 -1.57
9 C 3.78 -0.53 -2.52
10 C 3.01 -0.65 -3.85
11 C 3.19 0.64 -4.67
12 N 1.91 1.21 -5.12
13 C 1.94 1.57 -6.50
14 N 2.43 2.68 -6.84
15 N 1.41 0.63 -7.42
16 N 1.75 -0.24 0.93
17 H 1.58 1.30 3.37
18 H 1.72 0.46 4.90
19 H 2.96 0.28 3.62
20 H 1.78 -1.67 3.15
21 H 0.25 -1.04 3.78
22 H -1.34 -0.52 1.68
23 H 1.14 0.56 -2.17
24 H 3.33 1.51 -1.95
25 H 3.71 0.45 -0.63
26 H 3.84 -1.48 -2.00
27 H 4.78 -0.18 -2.77
28 H 3.38 -1.51 -4.38
29 H 1.96 -0.83 -3.66
30 H 3.85 0.42 -5.51
31 H 3.70 1.40 -4.09
32 H 1.15 0.55 -4.99
33 H 2.39 2.79 -7.85
34 H 2.09 0.41 -8.13
35 H 1.12 -0.22 -6.97
36 H 2.74 -0.27 1.10
37 C -5.01 -0.70 1.97
38 O -3.85 -0.33 2.69
39 C -4.06 0.78 3.56
40 C -4.20 0.34 5.00
41 O -5.39 -0.40 5.20
42 C -5.18 -1.80 5.31
43 H -4.81 -1.64 1.46
44 H -5.87 -0.84 2.63
45 H -5.25 0.05 1.21
46 H -4.94 1.34 3.25
47 H -3.19 1.43 3.47
48 H -4.26 1.23 5.64
49 H -3.33 -0.24 5.31
50 H -4.67 -2.04 6.25
51 H -4.59 -2.18 4.47
52 H -6.15 -2.28 5.30

Output
E_HOMO = -11.466 eV
charge = +1
DFT total energy = -28485.5155 eV
multiplicity = 1
orbital gap = 8.71 eV

Atom charges from the natural (NBO) analysis, given in e for atoms 1 to 6: -0.63, -0.22, -0.14, 0.28, -0.48, 0.59

---

(6)
Computed, not measured: C13H31AsAuNO2S4Si3 as an isolated structure, with ωB97M-V/def2-TZVPD.

Positions of all 56 atoms, in Å:
1 Au 0.18 -0.83 -3.17
2 S 2.22 -2.26 -3.29
3 S 1.36 -4.05 -3.88
4 S -0.38 -4.25 -2.78
5 S -1.55 -2.61 -3.26
6 C 1.34 2.69 0.40
7 Si 0.04 1.60 1.23
8 C 0.42 1.66 3.08
9 C -1.65 2.40 1.02
10 As 0.02 -0.43 0.08
11 Si 1.80 -1.66 0.98
12 C 1.79 -3.39 0.29
13 C 3.35 -0.77 0.42
14 C 1.84 -1.79 2.87
15 Si -1.95 -1.42 0.90
16 C -2.32 -1.08 2.72
17 C -3.34 -0.73 -0.14
18 C -1.86 -3.28 0.70
19 H 1.20 3.74 0.67
20 H 1.30 2.60 -0.68
21 H 2.34 2.39 0.72
22 H 0.27 2.68 3.44
23 H 1.46 1.38 3.29
24 H -0.23 1.00 3.65
25 H -1.61 3.45 1.32
26 H -2.39 1.90 1.65
27 H -2.00 2.34 -0.01
28 H 1.69 -3.36 -0.79
29 H 0.98 -3.99 0.70
30 H 2.74 -3.88 0.54
31 H 3.35 -0.73 -0.67
32 H 4.24 -1.31 0.75
33 H 3.40 0.25 0.81
34 H 0.90 -2.18 3.26
35 H 2.04 -0.83 3.34
36 H 2.64 -2.49 3.17
37 H -2.46 -0.02 2.92
38 H -1.51 -1.44 3.37
39 H -3.24 -1.60 3.01
40 H -3.38 0.36 -0.09
41 H -4.30 -1.14 0.18
42 H -3.16 -1.00 -1.18
43 H -1.20 -3.73 1.45
44 H -1.48 -3.54 -0.29
45 H -2.86 -3.70 0.81
46 O 2.20 1.92 -3.86
47 C 1.09 2.23 -3.47
48 C 0.66 3.69 -3.31
49 C -0.74 3.60 -2.74
50 C -1.01 2.09 -2.69
51 O -2.07 1.64 -2.27
52 N 0.07 1.38 -3.12
53 H 0.71 4.18 -4.29
54 H 1.38 4.19 -2.66
55 H -1.51 4.06 -3.36
56 H -0.84 4.01 -1.73

Output
E_HOMO = -0.518 eV
charge = -2
DFT total energy = -151081.6060 eV
multiplicity = 1
orbital gap = 5.18 eV
ΔE to the lowest compared entry with this formula, charge and spin = 0.0 kJ/mol

Atom charges from the natural (NBO) analysis, given in e for atoms 1 to 6: 0.62, -0.68, -0.13, -0.16, -0.68, -1.12

---

(7)
Computed, not measured: a 12-piece molecular cluster, C13H31BCl24NO4P2 overall, with ωB97M-V/def2-TZVPD.

Positions of all 76 atoms, in Å:
1 C 0.97 -0.66 -1.52
2 C -0.25 0.48 -1.54
3 B -1.70 -0.19 -2.00
4 O -2.02 -0.18 -3.47
5 N -2.69 -0.79 -0.97
6 Cl -1.79 -1.28 0.46
7 P -3.88 0.41 -0.41
8 O -4.76 -0.11 1.01
9 O -4.92 0.99 -1.68
10 P -3.38 -2.28 -1.65
11 O -2.05 -3.09 -2.49
12 Cl -4.82 -1.92 -3.17
13 H 1.14 -0.91 -0.37
14 H 1.99 -0.24 -1.93
15 H 0.64 -1.65 -2.11
16 H 0.05 1.24 -2.42
17 H -0.33 1.08 -0.51
18 H -1.20 0.06 -3.99
19 H -4.23 0.26 1.80
20 H -5.83 0.53 -1.56
21 H -1.30 -3.28 -1.86
22 C 0.33 -1.71 3.88
23 Cl 0.22 -2.64 2.38
24 Cl -0.28 -0.06 3.65
25 H -0.27 -2.20 4.65
26 H 1.37 -1.66 4.19
27 C 4.32 -1.05 3.73
28 Cl 3.36 -1.58 5.12
29 Cl 3.33 -0.99 2.26
30 H 4.72 -0.06 3.93
31 H 5.14 -1.76 3.58
32 C 3.23 -4.34 1.17
33 Cl 2.82 -4.52 -0.54
34 Cl 4.27 -5.67 1.71
35 H 3.75 -3.40 1.31
36 H 2.31 -4.35 1.76
37 C -6.78 -4.86 -5.03
38 Cl -7.74 -5.39 -3.64
39 Cl -7.77 -4.80 -6.49
40 H -6.38 -3.87 -4.82
41 H -5.96 -5.57 -5.18
42 C -3.11 4.17 0.92
43 Cl -4.81 4.07 1.41
44 Cl -2.17 2.84 1.61
45 H -3.05 4.13 -0.17
46 H -2.69 5.12 1.28
47 C 6.49 1.75 1.92
48 Cl 4.79 1.65 2.40
49 Cl 7.43 0.42 2.60
50 H 6.55 1.71 0.83
51 H 6.91 2.70 2.27
52 C 5.09 4.50 5.11
53 Cl 5.81 4.92 3.55
54 Cl 6.29 3.76 6.18
55 H 4.71 5.41 5.58
56 H 4.27 3.80 4.95
57 C 0.20 0.56 -6.81
58 Cl 0.97 0.93 -5.26
59 Cl -1.46 0.00 -6.58
60 H 0.19 1.47 -7.43
61 H 0.77 -0.22 -7.32
62 C -7.56 2.08 -3.17
63 Cl -8.21 3.72 -2.98
64 Cl -8.35 0.96 -2.05
65 H -7.73 1.75 -4.19
66 H -6.49 2.10 -2.96
67 C 0.01 3.48 4.50
68 Cl 1.21 2.69 5.54
69 Cl 0.74 4.78 3.57
70 H -0.41 2.74 3.82
71 H -0.78 3.89 5.13
72 C 6.01 -2.01 -0.30
73 Cl 7.21 -2.80 0.74
74 Cl 6.74 -0.71 -1.24
75 H 5.59 -2.75 -0.99
76 H 5.22 -1.60 0.33

Output
E_HOMO = -12.471 eV
charge = +1
DFT total energy = -343449.0250 eV
multiplicity = 1
orbital gap = 7.64 eV

Atom charges from the Löwdin analysis, given in e for atoms 1 to 6: -0.12, -0.17, -0.58, -0.02, -0.87, 0.75

---

(8)
Computed, not measured: a 2-piece molecular cluster, C13H31BN2O2 overall, with ωB97M-V/def2-TZVPD.

Positions of all 49 atoms, in Å:
1 C -1.99 3.36 -1.19
2 C -0.51 3.60 -0.94
3 C 0.34 2.35 -1.22
4 N 1.55 2.65 -1.94
5 C 2.33 1.45 -2.37
6 B 1.76 0.55 -3.40
7 O 2.56 -0.38 -4.12
8 O 0.35 0.48 -3.72
9 C -0.11 1.53 -4.54
10 H -2.33 2.43 -0.72
11 H -2.62 4.17 -0.81
12 H -2.19 3.27 -2.26
13 H -0.15 4.39 -1.60
14 H -0.36 3.95 0.09
15 H 0.55 1.86 -0.24
16 H -0.24 1.64 -1.81
17 H 2.14 3.18 -1.32
18 H 3.35 1.77 -2.60
19 H 2.10 -1.21 -4.23
20 H -1.20 1.57 -4.48
21 H 0.30 2.49 -4.21
22 H 0.17 1.38 -5.59
23 C 1.62 -1.57 -0.14
24 C 1.77 -0.91 1.22
25 C 0.97 -1.49 2.37
26 N -0.55 -1.38 2.25
27 C -0.94 -0.11 1.57
28 C -1.09 -2.59 1.51
29 C -1.31 -3.63 2.58
30 C -1.87 -2.82 3.75
31 C -1.19 -1.45 3.63
32 H 0.59 -1.58 -0.51
33 H 2.19 -0.96 -0.86
34 H 2.00 -2.60 -0.16
35 H 1.59 0.16 1.12
36 H 2.82 -1.00 1.54
37 H 1.23 -0.97 3.30
38 H 1.18 -2.55 2.51
39 H -0.57 -0.10 0.55
40 H -0.52 0.73 2.11
41 H -2.02 -0.05 1.57
42 H -2.03 -2.28 1.05
43 H -0.39 -2.86 0.73
44 H -0.37 -4.11 2.85
45 H -1.99 -4.41 2.24
46 H -1.66 -3.28 4.72
47 H -2.95 -2.72 3.66
48 H -0.42 -1.29 4.37
49 H -1.91 -0.63 3.69

Output
E_HOMO = -3.942 eV
charge = 0
DFT total energy = -21733.0767 eV
multiplicity = 1
orbital gap = 3.57 eV
ΔE to the lowest compared entry with this formula, charge and spin = 153.3 kJ/mol

Atom charges from the natural (NBO) analysis, given in e for atoms 1 to 6: -0.60, -0.42, -0.21, -0.65, -0.79, 0.93

---

> Look up the charge of the third one.

+2

---

> Among the records above, which one has the lowest charge?

C13H31AsAuNO2S4Si3